No. 1
71
Properties=species:S:1:pos:R:3:forces:R:3:mulliken_spin:R:1 method="wB97M-V/def2-TZVPD" molar_mass_da=922.67 lumo_ha="-0.2233 / -0.2745" e_homo_ev="-13.55 / -13.76" spin_multiplicity=4 total_charge=+2 e_tot_ha=-3353.61098 s2=3.773
Re 0.5601 -1.0919 -0.4053 -0.2 0.0 0.2 2.721
Cl 5.0230 -5.8603 -2.5766 0.0 0.0 0.0 0.006
C 4.0447 -4.4574 -2.4178 0.0 0.0 0.1 0.035
C 4.0336 -3.5142 -3.4093 -0.1 0.0 0.1 -0.028
C 3.2423 -2.3416 -3.3108 0.0 -0.2 0.2 0.039
I 3.2727 -0.9452 -4.8299 0.0 0.0 0.0 0.007
C 2.4674 -2.1571 -2.1952 -0.1 0.0 0.1 0.057
O 1.6712 -1.0754 -1.9732 0.3 0.0 -0.5 0.082
C 2.4722 -3.1279 -1.1685 0.1 0.0 -0.2 -0.014
N 1.6676 -2.8584 -0.0920 0.0 0.1 -0.1 -0.042
C 1.6237 -3.7123 0.9218 0.0 -0.2 0.1 0.011
C 2.3771 -4.8882 0.9221 -0.1 0.1 0.0 -0.022
C 3.1829 -5.1793 -0.1535 0.0 0.0 0.0 0.035
C 3.2518 -4.2912 -1.2427 0.1 0.1 -0.2 -0.007
H 4.6430 -3.6636 -4.2897 0.0 0.0 0.0 0.000
H 0.9693 -3.4555 1.7453 0.0 0.0 0.0 0.002
H 2.3123 -5.5569 1.7676 0.0 0.0 0.0 0.001
H 3.7689 -6.0885 -0.1719 0.0 0.0 0.0 0.002
S -3.1454 4.0613 -2.3106 0.0 0.0 0.0 0.020
C -2.1712 2.7696 -1.7064 0.1 0.0 0.0 0.024
C -1.7013 1.8273 -2.6386 0.0 -0.1 0.0 -0.004
C -0.9145 0.7889 -2.2221 0.1 0.1 -0.1 0.015
N -0.5534 0.6219 -0.9280 0.1 0.0 0.0 -0.035
C -1.0138 1.5146 -0.0297 -0.1 0.1 0.1 0.008
C -1.8033 2.5826 -0.3662 0.0 0.0 0.0 -0.007
C -3.4477 5.0482 -0.8610 0.0 0.0 0.1 0.001
C -4.4705 4.7152 0.0181 0.0 0.0 -0.1 0.000
C -4.6689 5.5352 1.1198 -0.1 0.0 0.1 0.000
N -3.9407 6.6183 1.3710 0.0 0.0 0.0 0.000
C -2.9833 6.9341 0.5076 0.1 0.1 0.0 0.000
C -2.6908 6.1856 -0.6262 0.0 -0.1 0.0 0.000
H -1.9511 1.9119 -3.6870 0.0 0.0 0.0 0.000
H -0.5314 0.0586 -2.9228 0.0 0.0 0.0 0.006
H -0.7517 1.3394 1.0062 0.0 0.0 0.0 0.005
H -2.1356 3.2609 0.4041 0.0 0.0 0.0 0.000
H -5.1031 3.8547 -0.1529 0.0 0.0 0.0 0.000
H -5.4551 5.3110 1.8315 0.0 0.0 0.0 0.000
H -2.4180 7.8325 0.7261 0.0 0.0 0.0 0.000
H -1.9038 6.4902 -1.3017 0.0 0.0 0.0 0.000
Cl -6.6457 -5.0642 1.1018 0.0 0.0 0.0 0.003
C -5.1723 -4.2447 0.7985 0.0 0.0 0.0 0.014
C -4.5272 -3.5962 1.8513 0.0 0.0 -0.1 -0.005
C -3.3427 -2.9373 1.6059 0.0 0.0 -0.1 0.011
C -2.8069 -2.9316 0.3111 0.0 0.0 0.1 0.006
C -3.4641 -3.5872 -0.7370 0.0 0.0 0.0 0.010
C -4.6499 -4.2443 -0.4936 0.0 0.0 0.0 -0.005
C -1.5687 -2.2484 0.0608 0.0 0.0 0.1 0.023
O -0.9923 -2.2084 -1.0951 -0.2 -0.1 -0.1 -0.021
O -0.8990 -1.6090 0.9675 -0.1 0.0 0.3 0.008
H -4.9602 -3.6183 2.8405 0.0 0.0 0.0 0.000
H -2.8287 -2.4262 2.4075 0.0 0.0 0.0 0.001
H -3.0402 -3.5788 -1.7318 0.0 0.0 0.0 0.000
H -5.1770 -4.7588 -1.2835 0.0 0.0 0.0 0.000
C 2.7456 2.3620 3.2657 0.0 0.0 0.0 0.000
C 2.9607 1.8954 1.8309 0.0 0.0 0.0 0.008
C 2.5007 2.9773 0.8528 0.0 0.0 0.0 -0.002
C 4.4211 1.5259 1.6010 0.0 0.0 0.0 0.001
N 2.1400 0.6573 1.7122 -0.2 -0.1 0.0 -0.015
N 2.2124 0.0405 0.4175 0.0 0.0 -0.1 0.013
H 3.3062 3.2772 3.4486 0.0 0.0 0.0 0.000
H 3.0755 1.6038 3.9739 0.0 0.0 0.0 0.000
H 1.6922 2.5791 3.4560 0.0 0.0 0.0 0.000
H 3.1317 3.8600 0.9452 0.0 0.0 0.0 0.000
H 1.4729 3.2806 1.0625 0.0 0.0 0.0 0.000
H 2.5652 2.6739 -0.1968 0.0 0.0 0.0 -0.002
H 5.0600 2.3576 1.8936 0.0 0.0 0.0 0.000
H 4.6439 1.3166 0.5524 0.0 0.0 0.0 0.000
H 4.6993 0.6628 2.2063 0.0 0.0 0.0 0.001
H 1.1658 0.8794 1.8857 0.0 0.1 0.0 -0.007
H 3.0003 -0.6052 0.4568 0.1 0.0 0.0 0.019
H 2.4523 0.7118 -0.3199 0.0 0.1 0.1 0.020



No. 2
75
Properties=species:S:1:pos:R:3:forces:R:3:mulliken_spin:R:1 method="wB97M-V/def2-TZVPD" molar_mass_da=920.38 lumo_ha="-0.0192 / -0.0865" e_homo_ev="-6.99 / -6.92" spin_multiplicity=3 e_tot_ha=-10463.09781 s2=2.017
Ni 0.8294 0.0306 -0.3305 0.5 -1.3 -0.8 0.898
Cl 4.7755 -6.1172 -1.0508 0.2 -0.2 0.0 0.000
C 3.6330 -4.8176 -1.0112 0.0 0.2 0.2 0.003
C 2.5440 -4.8539 -1.8922 0.0 0.2 0.1 -0.001
C 1.6387 -3.8315 -1.8774 0.3 -0.2 0.2 0.007
Cl 0.2925 -3.8905 -2.9472 -0.4 -0.2 -0.2 0.000
C 1.7239 -2.6956 -1.0038 -0.1 0.1 0.1 -0.001
O 0.8015 -1.8291 -1.0099 0.2 -0.5 -0.1 0.036
C 2.8935 -2.6822 -0.1623 -0.5 0.0 -0.3 -0.016
C 3.1832 -1.5445 0.6581 0.2 0.1 0.1 -0.001
O 2.6344 -0.4447 0.6189 0.0 0.0 0.4 0.023
C 3.7964 -3.7601 -0.1570 -0.1 -0.1 -0.2 -0.001
H 2.4223 -5.6839 -2.5731 0.0 0.0 0.0 0.000
H 4.0085 -1.6702 1.3789 0.1 -0.1 -0.1 0.007
H 4.6408 -3.7279 0.5138 0.2 0.0 0.1 -0.001
Se -1.2979 4.7779 -0.5236 0.1 0.3 -0.4 0.000
Se -1.9770 4.7023 1.6640 -0.4 0.3 0.4 0.001
C -0.7509 3.3348 2.2085 0.1 -0.6 -1.3 0.003
C -0.0920 3.3228 3.4942 0.4 -0.1 0.6 -0.001
C 0.8439 2.3924 3.7146 -0.4 0.2 0.2 0.009
C 1.0511 1.2624 2.7593 0.4 -0.1 -0.2 0.048
C 0.3481 1.4526 1.3952 0.2 -0.4 -0.2 0.025
N -0.5064 2.5431 1.2480 -0.5 0.6 0.5 -0.006
C -1.7610 3.1745 -1.5457 0.5 -0.6 0.9 -0.001
C -2.5001 3.4392 -2.7633 -0.3 -0.1 -0.6 0.001
C -2.6316 2.4736 -3.6711 -0.1 0.2 0.1 0.001
C -2.0795 1.0950 -3.4573 0.0 0.0 0.3 -0.005
C -1.2733 0.9595 -2.1317 0.6 -0.8 -0.8 -0.002
N -1.2629 2.0516 -1.2442 -0.6 1.0 0.4 -0.001
H -0.2979 4.1278 4.1838 0.1 0.0 0.1 0.000
H 1.4516 2.4065 4.6095 0.0 0.0 0.1 0.000
H 2.1152 1.0116 2.6706 -0.2 0.1 -0.1 -0.022
H 1.0078 1.4305 0.4771 0.3 1.2 0.8 -0.012
H -2.8975 4.4330 -2.8942 -0.2 0.0 -0.2 0.000
H -3.1594 2.6318 -4.6017 -0.1 0.2 -0.1 0.000
H -2.9422 0.4220 -3.4117 0.1 0.0 -0.1 0.000
H -1.5442 0.0520 -1.5764 -0.2 0.2 -0.2 0.006
C -0.1327 2.7930 -5.0359 0.2 0.6 0.3 -0.002
N -0.6526 1.5066 -5.4391 -0.1 -0.3 0.0 0.002
C -0.3565 1.2114 -6.8237 0.0 -0.1 -0.3 0.001
C -1.1960 0.6198 -4.5950 -0.4 -0.2 -0.3 0.007
S 0.5225 0.7891 -2.5598 -0.3 0.0 0.5 0.018
N -1.1824 -0.6807 -4.9123 0.0 0.5 -0.1 0.002
C 0.0276 -1.2898 -5.4391 0.3 -0.2 -0.1 -0.001
C -2.1088 -1.6379 -4.3395 -0.4 -0.1 0.3 0.000
H 0.9251 2.8372 -5.3029 0.0 0.0 0.0 0.000
H -0.1912 2.9306 -3.9647 0.1 -0.1 -0.1 0.000
H -0.6580 3.6039 -5.5447 0.0 -0.1 -0.1 0.000
H -0.6476 2.0832 -7.4121 0.0 0.0 0.0 0.000
H -0.9232 0.3540 -7.1744 0.0 0.0 0.0 0.000
H 0.7083 1.0393 -6.9906 0.0 -0.1 0.0 0.000
H 0.8517 -0.5855 -5.3759 0.0 0.0 0.0 0.001
H -0.1032 -1.6470 -6.4626 0.0 0.1 0.0 0.000
H 0.2729 -2.1444 -4.8081 0.0 0.1 0.0 0.000
H -3.1422 -1.3134 -4.4757 0.1 -0.1 0.0 0.000
H -1.9097 -1.8153 -3.2808 0.1 0.0 0.0 0.000
H -1.9746 -2.5814 -4.8620 0.0 0.0 0.0 0.000
S 2.4228 0.6289 6.9354 0.7 0.0 -0.3 0.575
C 1.8659 -0.1409 5.5507 -0.8 -0.4 -0.4 -0.100
S 3.0428 -0.4971 4.4057 0.3 0.4 0.8 0.472
C 0.2450 0.0321 3.1226 0.2 0.2 0.4 -0.013
N -0.0118 -0.6555 4.1488 -0.6 -1.1 -0.7 0.018
N 0.5583 -0.4657 5.3736 0.9 0.7 0.0 -0.004
C -0.3279 -0.7016 6.4478 -0.6 0.2 0.5 0.010
C -1.6744 -0.4003 6.2619 0.1 0.0 -0.1 -0.006
C -2.5826 -0.6348 7.2758 0.0 -0.1 0.1 0.006
C -2.1550 -1.1740 8.4773 -0.1 0.0 0.1 0.001
C -0.8155 -1.4713 8.6647 -0.1 0.0 0.0 0.001
C 0.1025 -1.2414 7.6569 0.0 -0.1 -0.2 0.011
S -0.6188 -0.1495 1.6022 -0.1 0.2 -0.1 0.000
H -2.0026 -0.0082 5.3119 0.0 0.1 0.0 -0.001
H -3.6271 -0.3985 7.1296 0.0 0.0 0.0 0.000
H -2.8693 -1.3673 9.2623 -0.1 0.0 0.1 0.000
H -0.4806 -1.9047 9.5960 0.0 0.0 0.0 -0.001
H 1.1363 -1.5038 7.8180 0.0 0.0 -0.1 0.005



No. 3
72
Properties=species:S:1:pos:R:3:forces:R:3:mulliken_spin:R:1 method="wB97M-V/def2-TZVPD" molar_mass_da=815.56 lumo_ha="0.0129 / -0.0723" e_homo_ev="-7.49 / -8.38" spin_multiplicity=5 e_tot_ha=-4275.13272 s2=6.015
Pd 1.1525 -0.0598 -0.4143 0.2 -0.1 -0.1 1.039
Cl 1.6361 -1.0576 2.2425 -0.1 0.0 0.1 0.046
C 0.6951 -2.5165 2.3827 0.1 0.1 -0.1 -0.018
C 0.6780 -3.1211 3.6278 0.0 0.0 0.1 -0.001
C -0.0302 -4.2959 3.8034 0.0 -0.1 0.1 0.001
C -0.7146 -4.8579 2.7358 0.0 0.0 0.0 0.000
C -0.6873 -4.2371 1.4976 0.0 -0.1 0.0 -0.001
C 0.0140 -3.0468 1.2902 0.1 -0.1 -0.1 0.001
P -0.0381 -2.2236 -0.3534 -0.4 0.1 0.1 0.135
C -0.3177 -3.6336 -1.4859 0.2 0.0 0.0 0.004
C 0.7819 -4.4388 -1.7996 -0.1 0.0 -0.1 -0.001
C 0.6273 -5.5566 -2.6080 0.0 0.1 0.0 -0.002
C -0.6243 -5.8737 -3.1223 0.0 0.0 0.0 0.005
C -1.7168 -5.0708 -2.8277 0.0 0.0 0.0 -0.002
C -1.5670 -3.9548 -2.0116 0.0 0.0 0.0 0.006
C -1.6627 -1.3820 -0.2920 0.0 -0.1 0.0 -0.023
C -2.0341 -0.6203 -1.4006 -0.1 0.1 0.0 0.077
C -3.2334 0.0739 -1.4118 0.0 0.0 0.0 -0.008
C -4.0772 0.0180 -0.3085 0.1 0.0 0.0 0.014
C -3.7100 -0.7253 0.8047 0.1 0.0 0.0 -0.005
C -2.5071 -1.4227 0.8137 -0.1 0.1 0.0 0.009
H 1.2258 -2.6706 4.4455 0.0 0.0 0.0 -0.002
H -0.0393 -4.7742 4.7755 0.0 0.0 0.0 0.000
H -1.2667 -5.7818 2.8637 0.0 0.1 0.0 0.000
H -1.2250 -4.6843 0.6691 0.0 0.0 0.0 0.000
H 1.7594 -4.1900 -1.4114 0.0 0.0 0.0 0.003
H 1.4862 -6.1746 -2.8428 0.0 0.0 0.0 0.000
H -0.7458 -6.7427 -3.7576 0.0 0.0 0.0 0.000
H -2.6939 -5.3117 -3.2317 0.1 0.0 0.0 0.000
H -2.4280 -3.3401 -1.7870 0.0 0.0 0.0 0.001
H -1.3759 -0.5608 -2.2588 0.0 0.0 -0.1 -0.017
H -3.4992 0.6741 -2.2740 0.0 0.0 0.1 0.000
H -5.0104 0.5676 -0.3122 0.0 0.0 0.0 0.000
H -4.3573 -0.7622 1.6724 0.0 0.0 0.0 0.000
H -2.2263 -1.9882 1.6909 0.0 0.0 0.0 0.004
S 1.1332 0.8461 -2.6058 0.0 -0.2 0.1 1.787
C -2.1425 3.1569 2.5775 0.1 0.0 0.1 0.010
C -2.8442 3.4832 1.2774 0.1 0.0 -0.1 0.001
C -3.1918 4.9514 1.1359 0.0 0.1 0.0 -0.001
O -2.1170 3.0332 0.1005 -0.1 -0.1 0.0 0.027
P -0.5883 3.1407 -0.2885 0.0 0.0 0.0 0.031
S -0.5265 2.8565 -2.2552 -0.1 0.0 -0.2 0.386
S 0.5283 1.9251 0.8577 0.2 0.0 -0.1 0.155
O -0.2735 4.6465 0.0936 0.2 0.1 0.2 0.002
C 0.8937 5.4903 -0.1957 -0.2 -0.1 -0.1 0.004
C 2.1727 4.7378 -0.4970 0.0 -0.1 0.0 -0.005
C 0.4835 6.4172 -1.3169 0.0 0.1 -0.1 0.005
H -2.8089 3.4235 3.4022 0.1 0.0 0.0 0.001
H -1.2172 3.7295 2.6859 -0.1 0.0 0.0 -0.004
H -1.8985 2.0966 2.6458 0.0 0.0 0.0 -0.004
H -3.7580 2.8984 1.2119 -0.1 -0.1 0.0 0.001
H -2.3057 5.5768 1.2514 0.0 0.0 0.0 0.000
H -3.9177 5.2206 1.9091 0.1 0.0 -0.1 0.000
H -3.6345 5.1525 0.1583 0.0 0.0 0.1 0.001
H 1.0258 6.0565 0.7224 0.0 0.0 0.1 0.000
H 2.0740 4.1283 -1.3972 0.0 0.0 0.0 0.002
H 2.4743 4.0923 0.3249 0.0 0.0 0.0 -0.002
H 2.9632 5.4733 -0.6687 -0.1 0.0 0.0 0.000
H 0.3483 5.8490 -2.2396 0.0 0.0 0.0 -0.001
H 1.2584 7.1706 -1.4779 0.0 0.0 0.0 0.001
H -0.4521 6.9243 -1.0779 0.0 0.0 0.0 0.000
F 3.0228 -2.8609 -0.0758 -0.2 0.0 0.0 -0.002
C 3.7988 -1.7767 -0.3308 0.0 -0.2 0.1 -0.052
C 3.2538 -0.5375 -0.5464 -0.4 0.4 0.1 0.487
C 4.1546 0.4870 -0.7401 0.2 0.0 -0.2 -0.154
F 3.7647 1.7537 -0.9749 -0.4 0.1 0.0 -0.001
C 5.5222 0.2957 -0.7302 0.1 0.0 0.0 0.022
F 6.3695 1.3104 -0.9302 0.0 0.1 0.0 0.005
C 6.0242 -0.9685 -0.5128 0.3 0.0 0.0 -0.014
F 7.3424 -1.1767 -0.5014 0.1 0.0 0.0 -0.001
C 5.1562 -2.0171 -0.3085 0.1 -0.2 0.0 0.044
F 5.6437 -3.2437 -0.0874 0.0 0.0 0.0 0.005